Entry 1:
Formula: C42H32FHgN6O7
Source: OMol25
Level of theory: ωB97M-V/def2-TZVPD

Computed properties:
- total charge = -2
- multiplicity = 2
- relative energy (zero: lowest compared OMol25 entry of this formula, charge and spin) (kJ/mol) = 4.6
- ⟨S²⟩ = 0.785

Positions of all 89 atoms, in Å:
Hg  0.271  -1.412  -0.052
O  0.779  -3.532  -0.825
C  -0.014  -4.445  -1.215
C  0.265  -5.817  -0.901
C  -0.514  -6.847  -1.355
C  -1.647  -6.606  -2.157
C  -1.963  -5.303  -2.453
C  -1.203  -4.213  -1.995
C  -1.680  -2.899  -2.359
N  -1.246  -1.768  -1.962
C  -1.866  -0.566  -2.475
C  -2.104  0.424  -1.338
N  -0.845  0.683  -0.680
C  -0.478  1.867  -0.438
C  2.162  1.608  -0.395
C  2.799  3.004  -0.120
C  3.690  3.063  1.076
C  4.086  1.939  1.683
C  3.703  0.612  1.260
C  2.786  0.379  0.277
O  2.403  -0.800  -0.082
H  1.134  -5.998  -0.279
H  -0.259  -7.868  -1.087
H  -2.255  -7.425  -2.520
H  -2.841  -5.093  -3.060
H  -2.536  -2.908  -3.053
H  -2.813  -0.779  -2.990
H  -1.180  -0.099  -3.190
H  -2.790  -0.017  -0.610
H  -2.559  1.341  -1.733
H  -1.139  2.709  -0.682
H  3.298  3.441  -0.993
H  3.986  4.047  1.428
H  4.726  2.019  2.558
H  4.078  -0.245  1.807
C  -0.977  5.340  0.313
C  0.218  5.639  -0.594
C  -0.224  6.462  -1.791
C  0.880  6.492  -2.833
C  1.163  5.086  -3.284
C  1.384  4.813  -4.619
C  1.705  3.526  -4.998
F  1.921  3.261  -6.317
C  1.828  2.531  -4.072
C  1.603  2.764  -2.709
C  1.833  1.490  -1.874
O  1.712  0.437  -2.453
C  0.802  2.175  0.227
C  1.384  3.590  0.103
N  0.881  4.396  -0.998
C  1.211  4.069  -2.300
C  0.489  1.781  1.805
O  0.356  2.776  2.534
O  0.424  0.567  2.004
H  -1.398  6.279  0.685
H  -0.702  4.718  1.167
H  -1.750  4.819  -0.259
H  0.939  6.234  -0.018
H  -0.485  7.464  -1.444
H  -1.121  6.016  -2.232
H  1.783  6.923  -2.384
H  0.612  7.113  -3.689
H  1.336  5.605  -5.358
H  2.093  1.528  -4.378
H  1.278  4.142  1.032
O  -2.239  -4.877  6.833
N  -1.178  -4.544  6.227
O  -0.046  -4.700  6.780
C  -1.288  -4.008  4.948
C  -2.570  -3.921  4.410
C  -2.803  -3.401  3.125
C  -4.093  -3.350  2.547
C  -4.248  -2.877  1.270
C  -3.120  -2.436  0.568
N  -1.908  -2.441  1.092
C  -1.737  -2.914  2.333
C  -0.386  -2.986  2.878
N  0.595  -2.544  2.084
C  1.853  -2.648  2.461
C  2.197  -3.197  3.690
C  1.206  -3.639  4.538
C  -0.146  -3.551  4.153
H  -3.395  -4.280  5.004
H  -4.938  -3.702  3.127
H  -5.222  -2.841  0.796
H  -3.210  -2.083  -0.455
H  2.588  -2.266  1.762
H  3.239  -3.268  3.975
H  1.439  -4.058  5.500

=====

Entry 2:
Formula: C42H32N2NiO2P2
Source: OMol25
Level of theory: ωB97M-V/def2-TZVPD

Computed properties:
- multiplicity = 1
- E (Eh) = -4070.71656

Positions of all 81 atoms, in Å:
Ni  0.367  0.953  -0.047
O  -2.467  1.271  0.548
C  -1.375  1.776  -0.185
C  -0.939  3.112  0.093
C  -0.400  3.902  -0.895
C  -0.223  3.431  -2.213
C  -0.544  2.120  -2.477
C  -1.088  1.258  -1.484
P  -1.600  -0.425  -1.896
C  -0.101  -1.328  -2.410
C  -0.313  -2.671  -2.724
C  0.739  -3.479  -3.122
C  2.023  -2.951  -3.211
C  2.241  -1.616  -2.901
C  1.187  -0.806  -2.495
C  -2.520  -0.234  -3.450
C  -1.929  -0.201  -4.710
C  -2.710  -0.016  -5.842
C  -4.084  0.131  -5.722
C  -4.682  0.087  -4.469
C  -3.902  -0.097  -3.336
C  -2.380  1.324  1.915
C  -3.388  2.008  2.580
C  -3.401  2.052  3.967
C  -2.401  1.422  4.693
C  -1.397  0.735  4.023
C  -1.371  0.666  2.632
P  -0.080  -0.207  1.697
C  1.268  -0.358  2.931
C  2.020  0.793  3.185
C  3.082  0.764  4.074
C  3.421  -0.424  4.711
C  2.687  -1.573  4.460
C  1.611  -1.540  3.580
C  -0.678  -1.921  1.555
C  0.054  -2.793  0.753
C  -0.333  -4.115  0.615
C  -1.473  -4.573  1.261
C  -2.213  -3.708  2.055
C  -1.812  -2.389  2.208
H  -1.120  3.515  1.082
H  -0.128  4.925  -0.657
H  0.174  4.072  -2.986
H  -0.391  1.737  -3.482
H  -1.312  -3.082  -2.630
H  0.564  -4.521  -3.360
H  2.848  -3.579  -3.523
H  3.241  -1.202  -2.968
H  1.387  0.224  -2.253
H  -0.857  -0.330  -4.817
H  -2.244  0.008  -6.819
H  -4.693  0.272  -6.606
H  -5.755  0.190  -4.375
H  -4.358  -0.152  -2.355
H  -4.154  2.495  1.992
H  -4.190  2.588  4.480
H  -2.406  1.459  5.774
H  -0.621  0.238  4.593
H  1.761  1.717  2.679
H  3.651  1.666  4.267
H  4.255  -0.451  5.401
H  2.946  -2.499  4.957
H  1.040  -2.442  3.393
H  0.925  -2.428  0.218
H  0.242  -4.782  -0.016
H  -1.789  -5.602  1.140
H  -3.107  -4.060  2.552
H  -2.395  -1.716  2.825
O  -2.411  -1.177  -0.905
N  4.973  5.249  0.292
C  4.615  4.158  0.252
C  4.172  2.791  0.203
C  5.046  1.743  0.466
C  4.554  0.452  0.396
C  3.220  0.257  0.089
N  2.372  1.266  -0.156
C  2.847  2.511  -0.114
H  6.078  1.942  0.719
H  5.187  -0.402  0.593
H  2.794  -0.738  0.046
H  2.144  3.305  -0.336

=====

Entry 3:
Formula: C42H33As2F2N4PdSe
Source: OMol25
Level of theory: ωB97M-V/def2-TZVPD

Computed properties:
- total charge = +1
- multiplicity = 1
- relative energy (zero: lowest compared OMol25 entry of this formula, charge and spin) (kJ/mol) = 161.6

Positions of all 85 atoms, in Å:
Pd  -0.275  0.115  -0.079
F  1.722  -4.324  -2.238
C  1.978  -3.215  -1.536
C  1.015  -2.217  -1.505
C  1.238  -1.074  -0.751
C  2.482  -0.883  -0.126
C  3.429  -1.910  -0.207
F  4.615  -1.775  0.409
C  3.179  -3.099  -0.858
C  2.728  0.357  0.615
C  3.984  0.957  0.696
C  4.128  2.123  1.423
C  3.024  2.648  2.081
C  1.807  2.007  1.939
N  1.656  0.902  1.215
H  0.104  -2.370  -2.073
H  3.907  -3.893  -0.843
H  4.825  0.529  0.175
H  5.092  2.606  1.489
H  3.110  3.536  2.688
H  0.920  2.377  2.441
C  -1.898  2.627  -1.666
C  -2.642  2.791  -0.339
As  -2.247  1.225  0.815
C  -2.230  1.801  2.685
C  -1.224  1.232  3.463
C  -1.161  1.482  4.824
C  -2.134  2.268  5.419
C  -3.158  2.812  4.657
C  -3.206  2.590  3.289
C  -3.899  0.211  0.832
C  -4.760  0.160  -0.260
C  -5.807  -0.748  -0.274
C  -6.003  -1.604  0.796
C  -5.164  -1.540  1.898
C  -4.112  -0.641  1.912
As  -0.011  1.995  -1.492
C  0.354  1.778  -3.387
C  0.218  2.823  -4.297
C  0.333  2.574  -5.654
C  0.585  1.288  -6.107
C  0.722  0.245  -5.206
C  0.609  0.492  -3.848
C  0.861  3.648  -0.943
C  0.430  4.246  0.238
C  0.944  5.468  0.632
C  1.920  6.084  -0.134
C  2.393  5.470  -1.283
C  1.869  4.252  -1.689
H  -1.910  3.565  -2.241
H  -2.373  1.847  -2.283
H  -3.722  2.873  -0.513
H  -2.325  3.708  0.177
H  -0.496  0.575  2.976
H  -0.368  1.054  5.421
H  -2.102  2.451  6.483
H  -3.931  3.396  5.134
H  -4.004  3.017  2.691
H  -4.609  0.816  -1.112
H  -6.459  -0.803  -1.134
H  -6.796  -2.334  0.766
H  -5.314  -2.200  2.738
H  -3.431  -0.596  2.759
H  0.014  3.828  -3.938
H  0.220  3.385  -6.359
H  0.666  1.092  -7.166
H  0.909  -0.759  -5.554
H  0.693  -0.313  -3.123
H  -0.305  3.738  0.861
H  0.578  5.941  1.530
H  2.315  7.043  0.165
H  3.165  5.944  -1.871
H  2.234  3.757  -2.584
Se  -3.239  -1.577  -2.595
N  -3.705  -2.896  -1.511
C  -2.961  -2.883  -0.409
C  -3.009  -3.749  0.686
C  -2.113  -3.534  1.726
C  -1.202  -2.495  1.691
N  -1.156  -1.634  0.661
C  -2.002  -1.819  -0.358
N  -1.990  -0.975  -1.405
H  -3.720  -4.556  0.707
H  -2.114  -4.184  2.586
H  -0.491  -2.331  2.488

=====

Entry 4:
Formula: C42H33BrN6O2Sr
Source: OMol25
Level of theory: ωB97M-V/def2-TZVPD

Computed properties:
- total charge = +2
- multiplicity = 1
- E (Eh) = -4703.59119

Positions of all 85 atoms, in Å:
Sr  12.387  10.673  10.907
C  12.450  5.978  12.730
O  13.641  6.773  13.202
C  13.477  8.013  12.641
N  12.485  8.148  11.817
C  11.710  6.921  11.785
C  10.275  7.183  11.993
C  9.398  6.060  12.088
C  8.029  6.303  12.234
C  7.652  7.519  12.736
C  8.544  8.620  12.845
C  9.800  8.454  12.379
C  14.384  9.060  13.011
C  15.544  8.700  13.679
C  16.334  9.750  14.131
C  15.999  11.066  13.851
C  14.725  11.338  13.195
N  13.987  10.280  12.757
C  13.971  12.624  13.198
N  12.746  12.873  12.771
C  12.264  14.061  13.566
C  13.598  14.656  14.081
O  14.557  13.578  14.005
C  11.242  14.979  12.878
C  11.050  16.361  13.113
C  10.160  17.123  12.383
C  9.415  16.521  11.318
C  9.435  15.128  11.227
C  10.359  14.404  11.965
H  11.928  5.673  13.638
H  12.886  5.088  12.152
H  11.811  6.396  10.787
H  9.686  5.026  11.948
H  7.345  5.508  12.106
H  6.661  7.674  13.094
H  8.198  9.574  13.215
H  10.460  9.327  12.500
H  15.644  7.605  13.782
H  17.142  9.532  14.788
H  16.646  11.824  14.321
H  11.689  13.659  14.451
H  13.560  14.993  15.121
H  13.877  15.377  13.328
H  11.513  16.869  13.952
H  10.144  18.155  12.595
H  8.819  17.146  10.646
H  8.708  14.592  10.612
H  10.528  13.345  11.734
Br  12.699  18.034  8.456
C  12.347  16.154  8.357
C  13.286  15.300  9.036
C  12.960  13.943  9.122
C  11.740  13.409  8.604
C  10.876  14.281  7.875
C  11.221  15.638  7.745
N  11.449  12.078  8.804
C  10.393  11.572  8.212
C  10.401  10.177  7.960
C  9.544  9.595  6.962
C  9.654  8.203  6.746
C  10.579  7.452  7.475
C  11.398  8.137  8.362
N  11.281  9.412  8.680
H  14.242  15.647  9.472
H  13.643  13.298  9.662
H  10.060  13.801  7.324
H  10.629  16.281  7.117
H  9.532  12.170  7.795
H  8.850  10.229  6.397
H  8.998  7.785  5.946
H  10.796  6.421  7.359
H  12.255  7.649  8.823
N  14.660  10.444  9.695
C  15.551  10.459  8.917
C  16.643  10.662  8.023
C  17.738  9.776  8.007
C  18.849  10.104  7.245
C  18.953  11.368  6.652
C  17.869  12.232  6.678
C  16.677  11.852  7.290
H  17.646  8.845  8.474
H  19.720  9.442  7.234
H  19.920  11.676  6.204
H  17.987  13.249  6.241
H  15.784  12.453  7.170

=====

Entry 5:
Formula: C42H34CsN3O6P2STe
Source: OMol25
Level of theory: ωB97M-V/def2-TZVPD

Computed properties:
- total charge = -2
- multiplicity = 1
- relative energy (zero: lowest compared OMol25 entry of this formula, charge and spin) (kJ/mol) = 37.2

Positions of all 90 atoms, in Å:
Cs  2.178  0.585  -0.768
O  6.860  1.904  -0.439
C  5.711  1.560  -0.677
N  4.994  0.521  -0.200
C  4.903  0.161  1.078
O  5.235  0.785  2.090
C  4.166  -1.172  1.302
C  4.028  -1.619  2.615
C  3.340  -2.794  2.857
C  2.800  -3.494  1.787
C  2.985  -2.977  0.515
N  3.653  -1.847  0.271
C  4.948  2.286  -1.781
C  5.087  1.873  -3.105
C  4.395  2.551  -4.091
C  3.581  3.615  -3.729
C  3.495  3.943  -2.387
N  4.162  3.304  -1.425
H  4.458  -1.017  3.403
H  3.218  -3.160  3.870
H  2.236  -4.407  1.926
H  2.563  -3.482  -0.347
H  5.717  1.025  -3.337
H  4.471  2.247  -5.128
H  3.000  4.157  -4.463
H  2.840  4.745  -2.062
O  0.459  1.685  0.826
P  -0.813  2.351  0.418
C  -1.880  1.440  -0.738
P  -1.452  -0.336  -0.751
O  -0.143  -0.737  -1.325
C  -2.849  -1.170  -1.546
C  -3.997  -0.534  -2.007
C  -5.038  -1.281  -2.545
C  -4.938  -2.663  -2.613
C  -3.795  -3.305  -2.154
C  -2.754  -2.560  -1.627
C  -1.613  -0.853  0.980
C  -0.503  -1.369  1.642
C  -0.613  -1.766  2.966
C  -1.827  -1.657  3.627
C  -2.942  -1.157  2.967
C  -2.834  -0.759  1.645
C  -1.880  2.501  1.896
C  -3.169  3.026  1.875
C  -3.929  3.070  3.033
C  -3.403  2.594  4.227
C  -2.116  2.078  4.258
C  -1.357  2.031  3.096
C  -0.623  4.054  -0.127
C  -1.618  4.719  -0.834
C  -1.451  6.054  -1.170
C  -0.287  6.718  -0.809
C  0.716  6.048  -0.119
C  0.549  4.716  0.223
H  -1.794  1.858  -1.748
H  -2.909  1.516  -0.377
H  -4.082  0.545  -1.974
H  -5.926  -0.780  -2.912
H  -5.756  -3.242  -3.025
H  -3.707  -4.384  -2.193
H  -1.859  -3.061  -1.270
H  0.439  -1.463  1.115
H  0.253  -2.172  3.474
H  -1.910  -1.975  4.660
H  -3.892  -1.078  3.480
H  -3.707  -0.382  1.121
H  -3.583  3.409  0.948
H  -4.933  3.477  3.005
H  -4.001  2.623  5.130
H  -1.705  1.695  5.184
H  -0.360  1.609  3.099
H  -2.495  4.185  -1.176
H  -2.214  6.565  -1.742
H  -0.150  7.757  -1.084
H  1.632  6.564  0.139
H  1.331  4.168  0.736
O  -1.119  3.194  -3.339
C  0.026  2.727  -3.170
O  0.520  2.289  -2.101
H  0.680  2.661  -4.073
Te  -1.322  -5.981  -0.331
C  -0.343  -7.844  -0.344
C  0.138  -8.575  -1.400
C  0.749  -9.809  -1.039
C  0.740  -10.027  0.305
S  -0.039  -8.725  1.118
H  0.053  -8.216  -2.417
H  1.184  -10.500  -1.750
H  1.134  -10.861  0.864

=====

Here are the calculated max |F| numbers, same order: 0.71; 0.60; 2.70; 3.90; 1.34 (eV/A).